Computed, not measured: a gas-phase ion, C9H16ClN2O (charge +1) at a distorted geometry, with ωB97M-V/def2-TZVPD.

Output
Total charge: +1
SMILES: CCCCC(=[NH2+])/N=C(C)\C(Cl)=C\O
HOMO-LUMO gap: 8.582 eV
Energy above the lowest of the compared OMol25 structures with the same formula, charge and spin: 0.00 kcal per mole
HOMO: -13.07 eV
Strongest force on any atom: 0.0677 Eh/bohr

Last column: Löwdin charge in e.
Cartesian coordinates (Å):
C 3.625 1.529 1.189  -0.065
C 2.392 1.498 0.173  -0.245
C 2.511 0.272 -0.692  -0.201
C 1.706 -0.857 -0.032  -0.125
C 0.250 -0.858 -0.509  -0.305
N -0.081 -0.738 -1.839  0.220
N -0.649 -1.309 0.333  0.183
C -1.843 -0.940 0.446  -0.390
C -2.752 -1.846 1.125  -0.001
C -2.382 0.300 0.025  -0.541
Cl -1.176 1.559 0.132  0.814
C -3.630 0.516 -0.472  -0.179
O -4.020 1.641 -1.021  0.068
H 4.486 1.947 0.730  0.066
H 3.663 0.481 1.490  0.066
H 3.382 2.048 2.089  0.061
H 1.481 1.388 0.807  0.075
H 2.444 2.420 -0.354  0.094
H 3.634 -0.223 -0.725  0.182
H 1.981 0.245 -1.637  0.080
H 2.135 -1.762 -0.341  0.114
H 1.689 -0.913 1.030  0.119
H -1.097 -0.927 -1.988  0.147
H 0.495 -0.780 -2.657  0.129
H -3.313 -2.397 0.411  0.096
H -3.519 -1.423 1.849  0.134
H -2.179 -2.452 1.796  0.095
H -4.237 -0.321 -0.465  0.118
H -4.995 1.902 -0.891  0.191